64
Properties=species:S:1:pos:R:3:forces:R:3 method="wB97M-V/def2-TZVPD" de_lowest_kcal_mol=947.3 homo_lumo_gap_ev=6.561 homo_energy_ev=-6.372 lumo_energy_ha=0.0070 energy_ha=-2077.59083 charge=-1
O 2.144387 -0.173976 2.539541 -7.395 -2.035 -5.197
C 1.266697 -0.074756 1.650011 1.700 0.717 1.051
O 1.119197 -0.895336 0.581961 -0.984 1.420 -0.379
B -0.059393 -0.479246 -0.257979 1.815 0.057 1.056
O -0.474593 0.784754 0.385301 2.927 0.012 -0.644
C 0.321987 1.147064 1.400641 -0.630 -2.491 0.887
O 0.284297 2.109854 2.147941 -8.821 -4.573 -13.454
O -1.206763 -1.394016 -0.340789 5.100 1.492 -8.482
C -1.555303 -1.598486 -1.645039 0.122 -0.778 -0.737
O -2.570013 -2.136796 -2.080029 9.635 -1.880 3.031
C -0.506423 -0.768056 -2.543479 -0.361 1.402 2.176
O 0.414177 -0.253036 -1.678359 -5.927 -0.970 -1.842
O -0.620613 -0.654986 -3.796459 -0.463 15.795 11.317
O 0.018757 0.650924 3.990961 -2.544 -4.914 1.441
H -0.843673 0.601684 3.578611 -0.461 -0.445 0.246
H 0.497627 1.295174 3.469561 -0.393 -0.327 1.685
O -0.970693 -2.286846 -4.371099 -1.181 -12.762 -5.678
H -0.259933 -2.806806 -3.996009 0.247 -0.822 -0.240
H -1.001713 -1.497496 -3.830549 -5.813 -7.084 -1.194
O 1.356867 -0.833436 -4.033659 4.775 -0.969 -0.495
H 0.711987 -1.245916 -4.608309 1.027 -0.409 -0.551
H 0.853007 -0.199066 -3.523819 3.543 -0.114 -0.450
O 2.296727 2.537394 2.140551 1.347 7.096 -9.204
H 2.863197 3.226494 1.793441 0.464 0.783 0.061
H 1.950317 2.097694 1.364091 0.651 0.455 -1.149
O 1.823657 -2.487786 2.484531 2.355 -1.864 0.529
H 1.332107 -2.178306 3.245341 -0.301 -0.150 -0.124
H 1.590337 -1.878586 1.784041 0.324 -1.735 0.767
O -3.148293 -0.597856 -3.309109 -1.235 2.781 -3.041
H -2.442583 -0.831336 -2.706029 -2.572 2.305 -2.308
H -3.944043 -0.652366 -2.779929 -0.175 0.001 0.166
O -4.470143 -2.489206 -1.546109 -4.880 -0.643 1.613
H -3.578453 -2.469986 -1.198609 -1.198 -0.542 0.536
H -4.479043 -3.237526 -2.142919 -0.027 -0.082 -0.140
O -0.391563 -2.168166 2.009721 6.264 -0.440 2.653
H 0.051817 -2.429406 1.202621 0.045 -0.794 0.616
H -1.315053 -2.104036 1.766261 1.911 -1.402 2.540
O -2.423933 0.891264 -1.351579 -0.042 -0.075 0.015
H -2.039403 1.417314 -2.052759 -0.075 0.225 -0.484
H -1.709713 0.765154 -0.726909 -0.695 0.910 0.170
O 0.807427 4.336044 1.374171 0.291 1.558 -0.876
H -0.003333 4.728654 1.697831 -0.134 0.131 0.069
H 0.635967 3.394334 1.377241 -0.672 0.796 -0.127
O -2.201043 -1.923016 1.295701 -14.343 -0.146 0.161
H -2.010523 -1.502616 0.457131 -1.707 0.387 1.394
H -3.077813 -2.291056 1.185931 -0.635 -0.294 0.676
O -2.364103 1.203214 1.439201 -1.418 0.589 1.143
H -2.857543 1.941004 1.797551 -0.452 0.025 0.228
H -1.597923 1.603794 1.028421 -1.281 0.488 0.224
O 0.944477 2.500494 3.695381 2.945 5.608 11.226
H 1.312257 2.596894 2.816931 0.724 2.279 3.475
H 1.660497 2.137694 4.216841 0.473 0.582 1.286
O 3.501777 1.166974 2.939781 7.856 -2.192 4.464
H 2.948247 0.580724 3.455671 1.505 0.700 0.923
H 2.884677 1.706294 2.445251 2.489 -2.433 1.648
O 3.875367 -0.637766 0.529261 2.285 -0.841 2.129
H 3.288357 -0.680576 1.284121 0.606 -0.415 1.018
H 4.566547 -0.032026 0.796791 0.161 0.197 0.225
O 0.145027 1.325394 -4.555629 0.308 2.530 -0.676
H 0.063767 0.384544 -4.399329 -0.068 1.647 -1.648
H -0.606553 1.542854 -5.107059 -0.219 0.192 -0.069
O 2.614307 -0.263166 -1.255169 -0.491 1.231 -2.157
H 2.916907 -0.374106 -0.353859 0.737 0.033 -0.774
H 1.667397 -0.146546 -1.177779 2.957 0.201 -0.730

***

84
Properties=species:S:1:pos:R:3:forces:R:3 method="wB97M-V/def2-TZVPD" de_lowest_kcal_mol=59.6 homo_lumo_gap_ev=8.169 homo_energy_ev=-11.081 lumo_energy_ha=-0.1070 energy_ha=-1502.77811 charge=+1
C 0.902959 -3.915627 1.016029 0.739 0.501 0.306
C 0.679981 -2.513505 1.695514 -0.995 0.504 -0.215
C -0.855887 -2.156052 1.917744 1.720 -1.137 1.111
O -1.689794 -2.663909 0.851953 -1.262 0.789 -0.290
C -2.508165 -1.640040 0.300748 2.639 1.473 0.701
C -1.633997 -0.812901 -0.699495 -0.946 1.427 0.458
C -2.497524 0.443191 -1.152329 0.594 -0.899 -1.350
C -1.626809 1.293010 -2.131221 0.740 1.346 -1.010
C -1.597198 1.069440 -3.575470 1.309 1.595 1.328
C -0.741994 1.929638 -4.376764 -0.767 -0.942 0.151
N 0.017754 2.962658 -3.940849 -1.256 -1.319 1.463
C -0.030784 3.159139 -2.600460 -0.495 -0.561 1.308
C -0.787605 2.382852 -1.623082 -0.464 -0.790 -2.449
C -3.797828 -0.123286 -1.849434 -0.316 0.781 -0.064
C -4.601994 -1.193638 -1.030641 -1.012 1.213 -1.183
N -3.782872 -2.177437 -0.248023 -0.187 -1.552 0.745
C -3.644437 -3.535604 -0.931179 -1.196 -0.656 -1.479
C -2.832023 -3.513035 -2.273288 0.989 -0.921 0.356
C -1.392792 -4.152797 -2.068854 -0.045 -0.004 0.297
O -1.254392 -5.334818 -2.861329 0.768 0.721 0.050
C 0.079420 -5.438208 -3.405226 0.158 -0.335 -0.806
H 1.106468 -3.756998 -0.078434 -0.460 -0.404 1.009
H 1.828003 -4.364023 1.456446 -0.729 0.244 -0.454
H 0.069112 -4.638798 1.192433 0.610 0.694 -0.263
H 1.145097 -2.431036 2.715458 -0.360 -0.225 -0.962
H 1.117351 -1.683387 1.082738 -0.092 -0.837 0.428
H -1.157007 -2.719867 2.844967 -0.042 0.862 -0.774
H -0.900169 -1.048339 2.058754 -0.448 -0.877 -0.126
H -2.795337 -0.930502 1.132258 -0.039 -0.616 -0.842
H -0.761263 -0.385914 -0.130276 -0.744 -0.770 -0.426
H -1.236636 -1.377885 -1.572520 -0.445 0.311 0.713
H -2.763838 1.087333 -0.279619 0.179 -0.617 -0.525
H -2.183171 0.277213 -4.080139 0.514 0.679 0.397
H -0.701984 1.719664 -5.476511 -0.031 0.321 1.103
H 0.579874 4.000585 -2.199097 -0.491 -0.710 -0.468
H -0.734871 2.635489 -0.542295 -0.001 -0.173 -0.903
H -4.498742 0.745495 -2.012275 0.562 -0.928 0.147
H -3.601957 -0.519901 -2.881907 0.103 0.291 1.164
H -5.237010 -1.768255 -1.760017 0.730 0.352 0.832
H -5.345745 -0.688687 -0.353132 1.061 -0.528 -0.302
H -4.355151 -2.401763 0.583620 0.374 0.114 -0.361
H -3.317455 -4.324548 -0.205879 0.132 1.114 -0.571
H -4.703668 -3.814123 -1.199853 0.934 0.418 0.447
H -3.358040 -4.146537 -3.036211 0.428 0.566 0.792
H -2.683120 -2.505627 -2.723846 -0.512 -0.663 0.511
H -0.607499 -3.390946 -2.332716 -0.627 -0.706 0.148
H -1.219811 -4.460515 -0.996751 -0.259 0.594 -0.909
H 0.357110 -6.515823 -3.564830 -0.458 0.995 0.436
H 0.074618 -4.972014 -4.430082 0.218 -0.181 0.985
H 0.844466 -4.949200 -2.745351 -0.674 -0.482 -0.574
C 6.350182 0.026466 1.049482 0.252 0.043 -0.079
C 5.345553 -0.974720 0.488361 -0.101 0.250 0.319
C 4.083126 -0.316692 -0.097987 -0.025 -0.298 -0.171
O 3.150029 0.139222 0.873004 0.073 0.136 -0.245
C 3.455332 1.406786 1.434507 -0.224 -0.107 0.282
N 5.010731 -1.949814 1.533181 -0.289 -0.024 -0.192
H 6.045435 0.428046 2.016582 -0.071 -0.037 -0.045
H 7.318957 -0.455025 1.198009 -0.109 -0.012 0.010
H 6.497963 0.862723 0.361201 -0.020 -0.022 0.043
H 5.842212 -1.507823 -0.328596 -0.125 -0.014 -0.020
H 3.549346 -1.075391 -0.680777 -0.044 0.005 0.091
H 4.336488 0.488727 -0.798443 0.060 0.082 0.111
H 3.921089 2.077029 0.707475 0.062 -0.059 0.005
H 4.096328 1.289993 2.310581 0.128 0.160 -0.073
H 2.520443 1.858970 1.770590 -0.021 -0.028 -0.102
H 4.416316 -2.671233 1.130054 0.160 -0.075 0.015
H 4.401123 -1.481228 2.201824 0.173 -0.008 0.036
C -0.568375 6.008216 3.757692 -0.174 0.154 0.120
C -0.023819 6.122708 2.337305 0.142 -0.315 0.256
C -0.475200 4.977852 1.411827 0.089 0.306 -0.272
O 0.207179 3.745539 1.619442 -0.409 -0.061 -0.035
C -0.293981 2.970870 2.695174 0.339 -0.090 -0.063
N 1.438270 6.226696 2.395555 -0.100 -0.161 -0.327
H -0.045270 5.254100 4.347188 0.023 -0.006 -0.084
H -0.451206 6.957825 4.283553 0.050 -0.075 -0.069
H -1.633767 5.762036 3.751869 0.042 -0.005 0.010
H -0.414858 7.053650 1.914967 0.024 -0.082 -0.104
H -0.243986 5.268124 0.381712 0.080 -0.073 0.042
H -1.562192 4.829792 1.454504 -0.004 -0.052 0.153
H -1.378395 3.068475 2.802589 0.009 0.109 0.048
H 0.206606 3.243048 3.626060 -0.204 -0.033 0.113
H -0.059175 1.923162 2.491646 0.029 0.023 -0.077
H 1.793102 6.399540 1.457484 0.030 0.167 0.096
H 1.800768 5.302172 2.623107 0.007 0.129 0.129

***

14
Properties=species:S:1:pos:R:3:forces:R:3 method="wB97M-V/def2-TZVPD" de_lowest_kcal_mol=40.2 spin_multiplicity=2 homo_lumo_gap_ev="1.276 / 9.558" homo_energy_ev="1.667 / -6.722" lumo_energy_ha="0.1082 / 0.1042" energy_ha=-158.26930 charge=-1
C -0.532476 4.630095 2.802614 -1.832 -0.839 1.752
C 0.702418 4.856734 1.965082 -0.719 -0.576 -0.296
H -0.472611 5.157635 3.764112 -0.036 -0.045 -0.100
H -0.821780 3.579964 3.046418 1.659 -0.162 0.315
H -1.597065 4.700174 2.514349 0.489 1.565 -1.146
H 1.593429 4.780195 2.588239 0.048 -0.236 0.053
H 0.669235 4.036064 1.242078 0.600 0.345 -0.419
H 0.759166 5.835242 1.487129 -0.208 -0.054 -0.161
C 0.396363 -5.450097 -2.261716 0.790 1.213 -0.222
C -0.557230 -5.171355 -3.145301 0.300 -1.292 1.149
H 0.521018 -6.302958 -1.610813 -0.492 -0.371 -0.307
H 1.203247 -4.731674 -2.132695 -0.065 0.068 0.101
H -1.302356 -5.952002 -3.249192 -0.424 0.449 -0.456
H -0.584728 -4.228213 -3.663739 -0.109 -0.064 -0.263

***

Number 1: molecular weight 493.10 g mol⁻¹. Number 2: molecular weight 471.71 g mol⁻¹. Number 3: molecular weight 58.12 g mol⁻¹.